This record from the OMol25 dataset describes a single C10H15NO3S molecule at a distorted geometry. The level of theory is ωB97M-V/def2-TZVPD.

Geometry as XYZ:
```
30
C10H15NO3S ωB97M-V/def2-TZVPD
C -3.1441 1.7866 0.5367
C -2.9425 0.2905 0.2794
C -1.5351 -0.0646 -0.2073
C -1.3287 -1.6289 -0.5102
C 0.1085 -1.8637 -0.8654
C 0.7343 -3.1936 -0.5619
C 1.4961 -2.4094 0.5581
O 2.3161 -2.6104 1.4134
N 0.9154 -1.2243 0.1064
C 0.7025 0.0838 0.6278
O -0.6211 0.1892 0.9199
O 1.5436 0.6700 1.5438
C 1.4476 1.2705 0.3021
S 2.9066 1.0355 -0.8051
C 3.7427 2.6025 -0.3006
H -2.1952 2.4061 0.6819
H -3.7230 2.0686 1.4740
H -3.8288 2.3084 -0.1305
H -3.6486 -0.1542 -0.3879
H -3.0700 -0.2401 1.2214
H -1.1073 0.5512 -1.0942
H -1.9690 -2.0312 -1.4075
H -1.6216 -2.0599 0.5159
H 0.3179 -1.3236 -1.9199
H 1.6128 -3.3828 -1.2843
H 0.1635 -4.0056 -0.1511
H 1.1069 2.2538 0.2599
H 4.8000 2.4510 -0.6436
H 3.4188 2.6853 0.7577
H 3.4018 3.5394 -0.9288
```

The HOMO energy comes out at -8.85 eV. The value obtained for the frontier orbital gap is 9.59 eV. Its SMILES is CC[C@@H]1C[C@@H]2CC(=O)N2[C@@]2(O1)O[C@H]2SC. Its charge is 0. For the relative energy (zero: lowest compared OMol25 entry of this formula, charge and spin), the calculation gives 68.0 kcal per mole.